Molecular formula: C40H87Cl2N3NbO4
Method: DFT, the ωB97M-V functional and the def2-TZVPD basis

Summary:
* ΔE to the lowest compared entry with this formula, charge and spin: 0.00 kJ/mol
* LUMO level: 1.90 eV
* charge: -1
* max |F|: 1.149 eV/Å
* Kohn-Sham gap: 6.625 eV

Last column: Mulliken charge in e.
Atoms and positions in Å:
C  4.1235  3.0708  1.9424  -0.895
C  3.9978  1.7406  1.9463  0.147
C  3.8078  0.8514  0.7534  -0.446
Nb  4.8754  -1.1436  0.7651  -1.068
C  5.8165  -0.9914  -1.2533  -0.909
C  6.9210  -0.0031  -1.6434  -0.322
N  6.3695  1.2548  -2.1920  -0.553
C  5.1929  -3.2845  1.3225  -1.515
C  4.2647  -4.0633  2.2721  -0.290
C  3.5201  -5.2337  1.5956  -1.053
C  2.0127  -5.2454  1.8552  -0.146
C  1.2110  -6.0915  0.8531  0.165
C  0.6554  -7.3877  1.4454  -1.019
C  -0.6194  -7.2396  2.3054  -1.011
C  -1.5723  -6.1119  1.9100  -0.558
C  -2.3564  -6.3731  0.6070  -0.953
C  -2.2868  -5.2441  -0.4305  0.324
C  -3.4915  -4.3076  -0.4111  -0.797
C  -3.4015  -3.2136  -1.4797  -0.071
C  -4.7604  -2.6215  -1.8774  -1.246
C  -5.1170  -1.3760  -1.0615  -0.300
C  -4.5435  -0.0735  -1.6390  -0.880
C  -4.1043  0.9362  -0.5844  -0.630
C  -5.2756  1.6435  0.0920  -0.078
C  -4.8778  2.4442  1.3431  -0.835
C  -5.0581  1.6788  2.6598  -0.012
C  -3.8943  0.7514  3.0226  -1.240
C  2.8056  -2.0379  0.1180  0.608
Cl  2.7858  -3.1052  -1.3112  -0.275
C  1.5788  -1.9020  0.6373  0.278
C  0.2666  -2.4571  0.1625  -0.868
Cl  1.4286  -0.9748  2.1338  -0.216
H  4.3163  3.6172  1.0215  0.271
H  4.0234  3.6559  2.8507  0.257
H  4.0352  1.2294  2.9070  0.190
H  2.7233  0.7577  0.6562  0.149
H  4.1744  1.3577  -0.1545  0.319
H  4.7392  -0.9782  2.5934  0.043
H  6.5687  -0.5779  1.1804  -0.042
H  4.9367  -0.7805  -1.8808  0.408
H  6.1632  -2.0145  -1.4611  0.514
H  7.5478  0.2172  -0.7778  0.270
H  7.5920  -0.4476  -2.3917  0.335
H  6.6170  2.0410  -1.6061  0.211
H  6.7927  1.4620  -3.0857  0.154
H  6.2108  -3.2296  1.7303  0.522
H  5.2470  -3.8173  0.3623  0.527
H  4.8681  -4.4689  3.0915  0.591
H  3.5319  -3.3899  2.7265  0.328
H  3.9500  -6.1801  1.9447  0.292
H  3.6645  -5.1842  0.5129  0.514
H  1.6643  -4.2090  1.8613  -0.031
H  1.8287  -5.6423  2.8622  0.436
H  1.8636  -6.3537  0.0138  0.543
H  0.4091  -5.5007  0.4082  -0.739
H  0.4933  -8.1259  0.6543  0.428
H  1.4367  -7.8084  2.0881  0.368
H  -0.3486  -7.1334  3.3593  0.427
H  -1.1837  -8.1772  2.2359  0.386
H  -2.2747  -5.9796  2.7379  0.472
H  -1.0304  -5.1643  1.8330  0.346
H  -3.4074  -6.5290  0.8731  0.476
H  -2.0176  -7.3063  0.1481  0.429
H  -2.2234  -5.6779  -1.4345  0.290
H  -1.3751  -4.6562  -0.2902  -0.489
H  -3.5559  -3.8398  0.5784  0.196
H  -4.3966  -4.9020  -0.5804  0.379
H  -2.7970  -2.3953  -1.0691  -0.122
H  -2.8577  -3.5958  -2.3483  0.632
H  -4.7563  -2.3655  -2.9423  0.335
H  -5.5394  -3.3759  -1.7313  0.462
H  -6.2021  -1.3031  -0.9507  0.451
H  -4.6973  -1.5080  -0.0547  0.076
H  -3.7027  -0.3084  -2.2988  0.468
H  -5.3187  0.3949  -2.2587  0.324
H  -3.5437  0.4052  0.1938  0.168
H  -3.4447  1.6841  -1.0336  0.409
H  -5.9937  0.8809  0.4206  -0.120
H  -5.7929  2.2876  -0.6265  0.362
H  -3.8267  2.7420  1.2477  0.382
H  -5.4673  3.3633  1.3994  0.380
H  -5.2271  2.3923  3.4700  0.324
H  -5.9723  1.0826  2.5739  0.041
H  -4.0192  -0.2492  2.6010  0.217
H  -3.7774  0.6322  4.1008  0.403
H  -2.9448  1.1338  2.6385  0.281
H  0.2466  -3.5449  0.2788  -0.331
H  0.1264  -2.2406  -0.8992  0.368
H  -0.5687  -2.0451  0.7265  0.371
C  -9.9987  4.0925  4.8533  -0.704
O  -10.3657  4.3985  3.5265  -0.368
C  -9.2771  4.5030  2.6172  -0.793
C  -9.2965  3.3780  1.6076  -0.348
N  -8.9988  2.1069  2.2437  -0.015
C  -9.1544  0.9383  1.3904  -0.419
C  -10.5438  0.5951  0.8720  -0.712
O  -11.4542  0.1921  1.8778  -0.429
C  -12.1501  1.2338  2.5279  -0.520
H  -10.9005  4.1688  5.4584  0.248
H  -9.5871  3.0820  4.9563  0.285
H  -9.2556  4.7999  5.2369  0.350
H  -8.3274  4.5053  3.1618  0.384
H  -9.3724  5.4564  2.0907  0.394
H  -8.5357  3.5778  0.8455  0.343
H  -10.2766  3.3963  1.1068  0.233
H  -9.5865  2.0042  3.0615  0.026
H  -8.7919  0.0741  1.9535  0.402
H  -8.4867  1.0586  0.5299  0.160
H  -10.4405  -0.2599  0.1997  0.392
H  -10.9757  1.4156  0.2838  0.379
H  -12.3225  2.0798  1.8544  0.268
H  -11.6269  1.6077  3.4137  0.176
H  -13.1132  0.8342  2.8453  0.282
C  12.4101  6.2287  -3.5838  -0.721
O  11.2560  6.9048  -4.0286  -0.350
C  10.9993  6.8011  -5.4218  -0.790
C  9.7598  5.9787  -5.6941  -0.206
N  9.9785  4.5813  -5.3630  -0.321
C  8.7885  3.7414  -5.4225  -0.738
C  7.6572  4.0370  -4.4464  -0.542
O  7.9861  3.7874  -3.0963  -0.340
C  8.6131  4.8405  -2.3972  -0.695
H  12.5513  6.4956  -2.5381  0.244
H  12.3185  5.1394  -3.6603  0.303
H  13.2967  6.5351  -4.1501  0.344
H  11.8626  6.3651  -5.9355  0.406
H  10.8466  7.8133  -5.8070  0.391
H  9.5166  6.0546  -6.7592  0.359
H  8.9300  6.4351  -5.1346  0.192
H  10.3727  4.5241  -4.4323  0.091
H  9.1039  2.7090  -5.2545  0.389
H  8.3849  3.7888  -6.4402  0.408
H  6.8330  3.3591  -4.6843  0.395
H  7.2693  5.0582  -4.5566  0.345
H  8.2845  5.8176  -2.7669  0.311
H  9.7059  4.7990  -2.4574  0.230
H  8.3308  4.7457  -1.3491  0.298